1.
A molecular structure, C26H34Cl4CuNO5P. Source: the OMol25 dataset; level of theory: ωB97M-V/def2-TZVPD.

```
72
C26H34Cl4CuNO5P | the OMol25 dataset | ωB97M-V/def2-TZVPD
Cu -2.0089 1.7749 -1.1843
Cl -7.2411 -1.8558 1.1221
C -6.3065 -0.6478 0.2796
C -6.9223 0.3360 -0.4605
Cl -8.6621 0.3934 -0.5710
C -6.1549 1.3006 -1.1289
Cl -6.9182 2.5589 -2.0629
C -4.7587 1.3093 -1.0691
O -4.0053 2.1896 -1.6164
C -4.1225 0.2560 -0.3143
O -2.8198 0.2380 -0.3056
C -4.9044 -0.6784 0.3430
Cl -4.0780 -1.9079 1.2688
C 0.8759 -2.7594 -2.7423
C 0.9135 -3.6577 -1.5093
C 1.9772 -3.2121 -0.4871
C 2.4974 -1.7880 -0.6958
C 3.0571 -1.6291 -2.1286
C 2.3020 -2.4595 -3.1828
P 1.2831 -0.4083 -0.3271
C 2.6080 0.8992 -0.0458
C 3.1897 1.0909 1.3819
C 2.9185 2.4888 1.9353
C 3.5372 3.5681 1.0452
C 3.3428 3.2607 -0.4525
C 2.2293 2.2423 -0.6804
C 0.6502 -0.9064 1.3394
C -0.5333 -1.8739 1.1762
C -1.0543 -2.2995 2.5466
C -1.5342 -1.0930 3.3775
C -1.2430 0.2238 2.6648
C 0.1993 0.3174 2.1791
H 0.3530 -1.8225 -2.5367
H 0.3127 -3.2431 -3.5432
H 1.1609 -4.6767 -1.8307
H -0.0758 -3.7123 -1.0519
H 2.8412 -3.8847 -0.5544
H 1.6020 -3.3231 0.5312
H 3.3238 -1.6437 0.0147
H 4.1151 -1.9143 -2.1288
H 3.0322 -0.5791 -2.4266
H 2.8283 -3.4090 -3.3457
H 2.3114 -1.9340 -4.1386
H 3.4334 0.5122 -0.6517
H 4.2780 0.9509 1.3461
H 2.8203 0.3279 2.0684
H 3.3088 2.5722 2.9546
H 1.8440 2.6561 2.0091
H 4.6067 3.6565 1.2699
H 3.0903 4.5342 1.2916
H 4.2739 2.8579 -0.8707
H 3.1347 4.1814 -1.0011
H 2.0399 2.0993 -1.7455
H 1.2845 2.6134 -0.2769
H 1.4454 -1.4442 1.8805
H -0.2429 -2.7553 0.6040
H -1.3298 -1.3907 0.6040
H -0.2463 -2.8225 3.0739
H -1.8639 -3.0221 2.4276
H -1.0503 -1.0992 4.3609
H -2.6083 -1.1696 3.5564
H -1.4423 1.0694 3.3292
H -1.9237 0.3383 1.8188
H 0.8646 0.4253 3.0431
H 0.2873 1.2359 1.6030
O -0.7793 0.1018 -3.5976
C -0.5656 1.3040 -3.6109
O -0.9179 2.1760 -2.7501
H 0.0159 1.7476 -4.4515
O -1.3968 4.5502 1.8728
C -1.3194 3.7356 1.0012
N -1.1597 2.9290 0.1572
```

**Maximum force**: 0.63 eV/Å
**Total charge**: -2
**Multiplicity**: 2
**HOMO level (spin up / spin down)**: -1.59 / -1.64 eV
**⟨S²⟩**: 0.753
**Relative energy (zero: lowest compared OMol25 entry of this formula, charge and spin)**: 0.312 eV
**Orbital gap (spin up / spin down)**: 0.2199 / 0.2218 hartree
**LUMO energy (spin up / spin down)**: 4.39 / 4.39 eV
**Total energy**: -5264.84433 a.u.


2.
A gas-phase ion, C26H34FN4O3S2 (charge +1) at a distorted geometry. Source: the OMol25 dataset; level of theory: ωB97M-V/def2-TZVPD.

```
70
C26H34FN4O3S2 | the OMol25 dataset | ωB97M-V/def2-TZVPD
C -3.2185 2.6773 -0.1598
N -2.0751 3.4993 -0.5233
C -2.0224 3.6965 -1.9619
H -2.0139 2.7282 -2.4616
H -1.1089 4.2223 -2.2326
H -2.8805 4.2718 -2.3384
C -2.1523 4.7711 0.1908
C -0.8481 5.5677 0.1905
C 0.2211 4.9588 1.0967
N 0.6212 3.6231 0.6811
C 1.5217 3.4572 -0.3293
N 2.0028 2.3157 -0.6719
C 2.8989 2.4168 -1.6951
C 3.5860 1.3593 -2.2843
C 4.4689 1.6240 -3.3087
C 4.6610 2.9350 -3.7373
C 4.0000 4.0124 -3.1788
C 3.1156 3.7355 -2.1526
S 2.1340 4.8444 -1.2405
H 4.1752 5.0141 -3.5348
F 5.5260 3.1609 -4.7370
H 5.0205 0.8322 -3.7889
H 3.4208 0.3544 -1.9297
C 0.0720 2.5466 1.3307
O -0.6660 2.6550 2.2805
C 0.4551 1.1867 0.8187
C -0.2500 0.6350 -0.2512
C 0.0023 -0.6625 -0.6483
C 0.9466 -1.3962 0.0526
C 1.6404 -0.8795 1.1317
C 1.3714 0.4159 1.5324
H 1.8900 0.8406 2.3772
H 2.3902 -1.4732 1.6304
S 1.3631 -3.0239 -0.5103
O 0.5513 -3.4966 -1.5720
O 2.7713 -3.2025 -0.5265
N 0.8570 -4.2094 0.9574
H 1.0084 -3.6823 1.8208
C 1.7951 -5.3349 0.9014
H 1.5461 -5.9598 0.0455
H 1.7601 -5.9267 1.8140
H 2.8050 -4.9517 0.7619
C -0.5787 -4.5920 0.8648
C -0.9453 -5.6922 1.8642
H -0.3659 -6.5958 1.6789
H -0.7398 -5.3459 2.8802
C -2.4300 -6.0393 1.7423
C -3.2983 -4.8116 1.9829
C -2.9317 -3.7175 0.9886
H -3.5285 -2.8245 1.1730
C -1.4480 -3.3598 1.1020
H -1.2526 -2.9582 2.1007
H -1.2143 -2.5906 0.3687
H -3.1420 -4.0594 -0.0259
H -4.3493 -5.0754 1.8714
H -3.1519 -4.4486 3.0019
H -2.6722 -6.8181 2.4651
H -2.6272 -6.4358 0.7451
H -0.7277 -4.9534 -0.1577
H -0.5026 -1.1088 -1.4906
H -0.9645 1.2488 -0.7734
H -0.1715 4.8603 2.1113
H 1.1077 5.5983 1.1137
H -0.4633 5.6763 -0.8230
H -1.0617 6.5683 0.5683
H -2.9514 5.4023 -0.2339
H -2.4168 4.5466 1.2265
H -3.1471 2.4226 0.8969
H -3.2135 1.7572 -0.7433
H -4.1753 3.1877 -0.3379
```

**Maximum force**: 1.18 eV/Å
**Total charge**: +1
**Multiplicity**: 1
**HOMO level**: -10.46 eV
**SMILES**: CN(C)CCCN(C(=O)c1ccc(S(=O)(=O)[N@H+](C)C2CCCCC2)cc1)c1nc2ccc(F)cc2s1
**Relative energy (zero: lowest compared OMol25 entry of this formula, charge and spin)**: 0.017 eV
**Orbital gap**: 0.2639 hartree
**LUMO energy**: -3.28 eV
**Total energy**: -2351.90355 a.u.


3.
A molecular structure, C26H34MnN4O3PS. Source: the OMol25 dataset; level of theory: ωB97M-V/def2-TZVPD.

```
70
C26H34MnN4O3PS | the OMol25 dataset | ωB97M-V/def2-TZVPD
Mn 0.0213 -0.1527 -0.2201
N -7.3579 4.8973 -4.4869
C -6.4831 4.2497 -4.1189
C -5.3842 3.4453 -3.6584
C -5.2773 3.1371 -2.3041
C -4.2136 2.3749 -1.8584
C -3.2478 1.9133 -2.7578
C -3.3737 2.2149 -4.1167
C -4.4339 2.9795 -4.5671
C -2.1161 1.1794 -2.2674
C -1.1202 0.6240 -1.8277
H -6.0272 3.4953 -1.6121
H -4.1245 2.1300 -0.8076
H -2.6319 1.8506 -4.8135
H -4.5347 3.2204 -5.6162
C 4.9519 -3.1386 1.9202
C 4.5479 -3.3045 0.4768
O 3.8424 -2.1286 -0.0154
P 2.2605 -2.0169 0.2378
O 2.0656 -0.5350 0.9063
C 3.1007 0.5059 0.8000
C 3.8444 0.6051 2.1043
O 1.7375 -1.4199 -1.2242
C 1.9372 -2.1442 -2.4647
C 3.0599 -1.5157 -3.2523
H 5.4435 -4.0454 2.2743
H 4.0817 -2.9613 2.5552
H 5.6471 -2.3078 2.0372
H 3.9124 -4.1800 0.3262
H 5.4105 -3.3946 -0.1792
H 2.5532 1.4197 0.5825
H 3.7467 0.2602 -0.0405
H 3.1650 0.8693 2.9139
H 4.6067 1.3821 2.0274
H 4.3420 -0.3320 2.3503
H 0.9878 -2.0953 -2.9958
H 2.1406 -3.1928 -2.2291
H 2.8424 -0.4665 -3.4511
H 3.1710 -2.0272 -4.2093
H 4.0022 -1.5846 -2.7103
N -1.1739 -1.7455 0.5995
C -1.7397 -2.7475 0.4540
N -2.3696 -3.8686 0.2944
C -3.6592 -3.9075 -0.4368
C -3.8759 -5.3185 -0.9703
C -2.5882 -5.8633 -1.5801
C -1.4687 -5.9970 -0.5258
C -1.7601 -5.1462 0.7063
H -3.5914 -3.1954 -1.2605
H -4.4625 -3.5953 0.2321
H -4.6742 -5.2798 -1.7112
H -4.2314 -5.9745 -0.1727
H -2.2668 -5.1884 -2.3776
H -2.7753 -6.8265 -2.0526
H -0.5127 -5.6937 -0.9556
H -1.3537 -7.0344 -0.2083
H -0.8631 -4.9188 1.2789
H -2.4600 -5.6373 1.3835
S -0.0369 1.7164 1.4307
C -0.6637 3.1926 0.8449
N -0.9847 3.3683 -0.4533
C -1.4829 4.5164 -0.9723
C -1.6640 5.6053 -0.1788
C -1.3449 5.4814 1.1864
C -0.8601 4.3050 1.6913
H -0.9746 2.5377 -1.0536
H -1.7163 4.4826 -2.0269
H -2.0548 6.5210 -0.5947
H -1.4864 6.3240 1.8508
H -0.6135 4.1940 2.7366
```

**Maximum force**: 0.58 eV/Å
**Total charge**: +1
**Multiplicity**: 6
**HOMO level (spin up / spin down)**: -10.82 / -10.92 eV
**⟨S²⟩**: 8.758
**Orbital gap (spin up / spin down)**: 0.3118 / 0.3109 hartree
**LUMO energy (spin up / spin down)**: -2.34 / -2.45 eV
**Total energy**: -3346.25967 a.u.